A | {
  "formula": "C3H3ClNO",
  "method": "the ωB97M-V functional and the def2-TZVPD basis",
  "species": ["O", "N", "C", "C", "C", "Cl", "H", "H", "H"],
  "xyz": [[0.78, 2.08, -0.05], [0.21, 1.00, 0.02], [-1.00, 0.48, -0.53], [-0.60, -0.86, -0.22], [0.57, -0.34, 0.56], [2.21, -0.90, 0.00], [-1.79, 1.06, -0.97], [-0.95, -1.81, -0.36], [0.57, -0.71, 1.54]],
  "mulliken_charge": [-0.292, 0.564, -0.241, -0.235, 0.036, -0.078, 0.442, 0.474, 0.328],
  "charge": 1,
  "gap_ha": [0.3078, 0.3077],
  "multiplicity": 1,
  "smiles": "O=[N+]1C=C[C@H]1Cl"
}

B | {
  "formula": "C3H3ClNO",
  "method": "the ωB97M-V functional and the def2-TZVPD basis",
  "species": ["O", "N", "C", "C", "C", "Cl", "H", "H", "H"],
  "xyz": [[-2.09, -2.09, 0.07], [-1.59, -0.99, -0.03], [-0.13, -0.58, -0.04], [-0.54, 0.84, 0.00], [-2.25, 0.27, 0.03], [-3.86, 0.67, -0.09], [0.36, -0.82, -0.90], [0.39, -0.84, 0.80], [-0.15, 1.85, 0.23]],
  "mulliken_charge": [-0.359, 0.556, -0.175, -0.291, 0.298, 0.033, 0.298, 0.282, 0.359],
  "charge": 1,
  "gap_ha": [0.3189, 0.2749],
  "multiplicity": 1,
  "smiles": "O=[N+]1CC=C1Cl"
}

Relative to the most stable one, in hartree, the structures come out at A 0.0000; B 0.0651.

A | {
  "formula": "C5H6OS",
  "method": "the ωB97M-V functional and the def2-TZVPD basis",
  "species": ["C", "C", "C", "O", "C", "C", "S", "H", "H", "H", "H", "H", "H"],
  "xyz": [[-3.01, -0.95, -1.05], [-2.04, -0.89, -0.34], [-0.90, -0.96, 0.53], [-0.78, -2.07, 1.02], [0.09, 0.14, 0.57], [1.69, 0.03, 0.61], [2.35, -0.90, -0.85], [-3.76, -0.88, -1.69], [-0.06, 0.82, -0.26], [0.06, 0.61, 1.58], [1.91, -0.56, 1.54], [2.10, 1.00, 0.62], [1.85, -2.07, -0.44]],
  "mulliken_charge": [0.412, -0.690, 0.317, -0.498, -0.544, -0.749, -0.229, 0.550, 0.283, 0.264, 0.340, 0.411, 0.134],
  "gap_ha": 0.3397,
  "multiplicity": 1,
  "smiles": "C#CC(=O)CCS"
}

B | {
  "formula": "C5H6OS",
  "method": "the ωB97M-V functional and the def2-TZVPD basis",
  "species": ["C", "C", "O", "C", "C", "S", "C", "H", "H", "H", "H", "H", "H"],
  "xyz": [[-0.01, 1.37, -0.17], [-1.26, 0.83, -0.48], [-1.62, -0.54, -0.42], [-0.98, -1.50, 0.11], [0.32, -1.89, -0.08], [1.70, -0.77, -0.57], [1.31, 1.00, 0.24], [-0.22, 2.45, -0.12], [-2.12, 1.44, -0.51], [-1.54, -2.48, 0.34], [0.58, -2.86, 0.59], [1.98, 1.91, -0.36], [1.85, 1.03, 1.42]],
  "mulliken_charge": [-0.258, -0.205, -0.326, 0.030, -0.317, -0.144, -0.405, 0.206, 0.402, 0.232, 0.259, 0.251, 0.274],
  "gap_ha": 0.3267,
  "multiplicity": 1,
  "smiles": "C1=COC=CSC1"
}

Relative to the most stable one, in hartree, the structures come out at A 0.0000; B 0.0597.

A | {
  "formula": "C5H6OS",
  "method": "the ωB97M-V functional and the def2-TZVPD basis",
  "species": ["O", "C", "C", "S", "C", "C", "C", "H", "H", "H", "H", "H", "H"],
  "xyz": [[-2.08, -0.46, -1.00], [-1.14, -0.27, -0.30], [-0.96, 1.01, 0.42], [0.92, 1.19, 0.63], [1.14, -0.17, -0.40], [1.18, -1.66, -0.33], [-0.03, -1.08, 0.29], [-1.47, 1.02, 1.24], [-1.20, 1.80, -0.31], [0.55, 0.00, -1.50], [1.77, -2.02, 0.39], [1.26, -2.14, -1.32], [-0.16, -0.96, 1.31]],
  "mulliken_charge": [-0.524, 0.284, -0.691, -0.141, -0.015, -0.500, -0.267, 0.482, 0.345, 0.192, 0.311, 0.229, 0.295],
  "gap_ha": 0.3433,
  "multiplicity": 1,
  "smiles": "O=C1CS[C@H]2C[C@H]12"
}

B | {
  "formula": "C5H6OS",
  "method": "the ωB97M-V functional and the def2-TZVPD basis",
  "species": ["C", "C", "C", "C", "O", "C", "S", "H", "H", "H", "H", "H", "H"],
  "xyz": [[-1.70, -0.86, -0.01], [-0.78, 0.30, -0.09], [0.59, 0.35, -0.10], [1.14, 1.70, -0.02], [2.32, 2.02, -0.01], [1.40, -0.86, -0.01], [3.04, -1.11, -0.03], [-1.86, -1.16, 1.02], [-1.28, -1.76, -0.51], [-2.70, -0.61, -0.40], [-1.26, 1.26, 0.06], [0.33, 2.45, 0.01], [0.75, -1.72, 0.08]],
  "mulliken_charge": [-1.270, -0.110, 0.945, -0.139, -0.468, -0.468, -0.175, 0.325, 0.358, 0.333, 0.224, 0.256, 0.189],
  "gap_ha": 0.2713,
  "multiplicity": 1,
  "smiles": "C/C=C(/C=O)C=S"
}

C | {
  "formula": "C5H6OS",
  "method": "the ωB97M-V functional and the def2-TZVPD basis",
  "species": ["C", "C", "C", "C", "C", "O", "S", "H", "H", "H", "H", "H", "H"],
  "xyz": [[0.14, -1.86, 0.00], [1.75, 0.48, 0.02], [-0.98, -0.93, 0.17], [0.49, 1.21, 0.16], [-0.72, 0.47, -0.42], [0.35, -3.02, -0.02], [3.29, 0.81, 0.00], [-1.88, -1.33, -0.29], [-1.15, -0.85, 1.25], [0.33, 1.40, 1.23], [0.56, 2.19, -0.34], [-0.57, 0.36, -1.50], [-1.60, 1.08, -0.26]],
  "mulliken_charge": [0.253, -0.183, -0.423, -0.261, -0.687, -0.339, -0.259, 0.327, 0.303, 0.287, 0.312, 0.329, 0.342],
  "gap_ha": [0.2283, 0.2282],
  "multiplicity": 1
}

D | {
  "formula": "C5H6OS",
  "method": "the ωB97M-V functional and the def2-TZVPD basis",
  "species": ["C", "C", "C", "O", "C", "C", "S", "H", "H", "H", "H", "H", "H"],
  "xyz": [[1.25, 1.02, -2.41], [0.86, 0.07, -1.78], [0.55, -1.09, -1.00], [0.55, -2.22, -1.37], [-0.08, -0.92, 0.49], [-0.34, 0.36, 1.39], [-1.79, 1.33, 0.83], [1.32, 1.66, -3.30], [-0.94, -1.51, 0.63], [0.75, -1.44, 0.99], [0.52, 1.00, 1.06], [-0.39, 0.17, 2.42], [-2.24, 1.56, 2.04]],
  "mulliken_charge": [-0.025, -0.295, 0.440, -0.468, -0.675, -0.651, -0.211, 0.351, 0.405, 0.296, 0.278, 0.447, 0.108],
  "gap_ha": 0.3291,
  "multiplicity": 1,
  "smiles": "C#CC(=O)CCS"
}

Relative to the most stable one, in hartree, the structures come out at A 0.1041; B 0.0000; C 0.0804; D 0.0602.

A | {
  "formula": "C5H6OS",
  "method": "the ωB97M-V functional and the def2-TZVPD basis",
  "species": ["C", "C", "C", "C", "C", "O", "S", "H", "H", "H", "H", "H", "H"],
  "xyz": [[0.00, -1.85, 0.05], [1.78, 0.41, -0.20], [-1.07, -0.86, 0.09], [0.56, 1.13, 0.28], [-0.67, 0.54, -0.46], [0.12, -3.00, 0.11], [3.36, 0.81, -0.05], [-2.04, -1.13, -0.46], [-1.31, -0.82, 1.15], [0.53, 0.89, 1.33], [0.62, 2.17, 0.12], [-0.49, 0.51, -1.53], [-1.38, 1.21, -0.42]],
  "mulliken_charge": [0.207, -0.179, -0.363, -0.374, -0.847, -0.336, -0.195, 0.297, 0.276, 0.266, 0.377, 0.349, 0.521],
  "gap_ha": [0.2551, 0.2776],
  "multiplicity": 1
}

B | {
  "formula": "C5H6OS",
  "method": "the ωB97M-V functional and the def2-TZVPD basis",
  "species": ["O", "C", "C", "C", "C", "S", "C", "H", "H", "H", "H", "H", "H"],
  "xyz": [[-0.57, 1.94, -1.77], [0.07, 1.50, -0.85], [-0.22, 0.54, 0.31], [1.00, -0.23, 0.45], [0.96, -1.53, 0.34], [-0.73, -2.08, 0.15], [-1.26, -0.37, 0.03], [1.27, 1.96, -0.84], [-0.51, 1.02, 1.20], [1.94, 0.16, 0.64], [1.80, -2.13, 0.68], [-1.66, -0.48, -1.09], [-2.07, -0.29, 0.76]],
  "mulliken_charge": [-0.428, -0.111, 0.455, -0.687, -0.377, -0.176, -0.654, 0.183, 0.374, 0.404, 0.356, 0.305, 0.356],
  "gap_ha": 0.3316,
  "multiplicity": 1,
  "smiles": "O=C[C@@H]1C=CSC1"
}

Relative to the most stable one, in hartree, the structures come out at A 0.0700; B 0.0000.

A | {
  "formula": "C5H6OS",
  "method": "the ωB97M-V functional and the def2-TZVPD basis",
  "species": ["C", "C", "O", "C", "C", "S", "C", "H", "H", "H", "H", "H", "H"],
  "xyz": [[-0.76, -1.22, -0.50], [0.30, -0.85, -1.20], [1.15, 0.24, -1.24], [1.29, 1.19, -0.24], [0.46, 1.66, 0.64], [-1.27, 1.13, 0.92], [-1.16, -0.63, 0.81], [-1.10, -2.27, -0.68], [0.54, -1.49, -2.01], [2.23, 1.74, -0.32], [0.93, 2.50, 1.23], [-2.11, -1.02, 1.00], [-0.49, -0.97, 1.60]],
  "mulliken_charge": [-0.255, -0.077, -0.354, -0.099, -0.314, -0.113, -0.665, 0.263, 0.321, 0.293, 0.304, 0.373, 0.323],
  "gap_ha": 0.3398,
  "multiplicity": 1,
  "smiles": "C1=COC=CSC1"
}

B | {
  "formula": "C5H6OS",
  "method": "the ωB97M-V functional and the def2-TZVPD basis",
  "species": ["C", "C", "C", "C", "C", "H", "H", "H", "H", "H", "H", "O", "S"],
  "xyz": [[-1.82, -1.01, 0.34], [-0.40, -0.87, -0.35], [0.72, -1.84, 0.06], [1.74, -1.00, 0.39], [0.06, 0.44, -0.01], [-2.51, -1.77, -0.44], [-1.52, -1.99, 1.58], [-2.06, 0.41, 0.60], [-0.65, -0.59, -1.47], [0.81, -3.00, 0.13], [2.88, -1.13, 0.54], [1.28, 0.27, 0.61], [-0.56, 1.97, -0.52]],
  "mulliken_charge": [-0.774, 0.819, -0.722, -0.040, -0.421, 0.247, 0.192, 0.262, 0.324, 0.283, 0.340, -0.315, -0.196],
  "gap_ha": 0.3178,
  "multiplicity": 1
}

Relative to the most stable one, in hartree, the structures come out at A 0.0000; B 0.1608.

A | {
  "formula": "C2H2Cl2O2",
  "method": "the ωB97M-V functional and the def2-TZVPD basis",
  "species": ["Cl", "C", "O", "O", "C", "Cl", "H", "H"],
  "xyz": [[-2.07, -0.80, -0.13], [-0.61, -0.02, 0.49], [-0.49, 1.39, 0.50], [0.54, 1.38, -0.52], [0.57, -0.05, -0.53], [2.05, -0.76, 0.10], [-0.27, -0.55, 1.49], [0.29, -0.57, -1.41]],
  "mulliken_charge": [-0.172, 0.082, -0.165, -0.165, 0.029, -0.173, 0.268, 0.297],
  "gap_ha": 0.4170,
  "multiplicity": 1,
  "smiles": "Cl[C@@H]1OO[C@H]1Cl"
}

B | {
  "formula": "C2H2Cl2O2",
  "method": "the ωB97M-V functional and the def2-TZVPD basis",
  "species": ["O", "C", "Cl", "O", "C", "Cl", "H", "H"],
  "xyz": [[-1.63, -0.77, -0.40], [-1.19, 0.33, -0.23], [-2.18, 1.81, -0.55], [-0.01, 0.78, 0.16], [1.04, -0.23, 0.32], [1.07, -1.41, -0.97], [1.95, 0.45, 0.41], [0.95, -0.96, 1.26]],
  "mulliken_charge": [-0.407, 0.645, -0.184, -0.255, -0.195, -0.132, 0.275, 0.252],
  "gap_ha": 0.4255,
  "multiplicity": 1,
  "smiles": "O=C(Cl)OCCl"
}

Relative to the most stable one, in hartree, the structures come out at A 0.1259; B 0.0000.